1.
Formula: C15H18NO8
Source: the OMol25 dataset
Level of theory: the ωB97M-V functional and the def2-TZVPD basis

The geometry in XYZ format:
```
42
Properties=species:S:1:pos:R:3:forces:R:3
O -5.1997 1.2162 -0.3603 -0.042 0.243 0.135
O 2.9127 -3.7041 1.3034 -0.395 0.341 0.010
O -4.9925 1.1151 1.8782 -0.221 0.208 0.105
O 4.8746 0.2645 -0.5155 0.105 0.268 0.182
O 3.6891 1.4288 0.9877 -0.015 0.204 0.152
O 3.2938 -2.8153 -0.7104 -0.120 0.441 -0.149
O 5.8892 1.0304 1.3252 -0.094 0.005 -0.199
O -4.9046 3.1015 0.8118 -0.067 -0.184 -0.140
N 1.4235 -0.8976 -0.3726 -0.640 0.373 0.617
C 6.8124 0.1412 0.6917 0.318 -0.184 0.126
C -5.4124 2.2902 -1.2713 -0.070 -0.011 -0.346
C -2.6241 -1.8337 -1.1664 0.193 0.086 -0.101
C -4.7645 3.4559 -0.5636 0.135 0.306 -0.148
C 1.3485 -2.0470 0.5420 1.022 -0.190 -0.407
C 4.7195 0.9570 0.6326 -0.220 -0.224 -0.091
C -3.4235 -1.7098 -0.0378 -1.000 -0.703 -0.380
C -3.0329 -0.9856 1.0581 0.451 0.284 0.807
C 2.6492 -2.9252 0.3506 0.234 -0.606 0.668
C -1.3863 -1.2188 -1.1713 -0.427 -0.165 -0.345
C -1.7845 -0.3631 1.0586 -0.329 -0.204 -0.180
C -5.0298 1.7471 0.8762 0.110 -0.214 0.121
C 6.2643 0.0418 -0.7114 0.207 -0.271 -0.296
C -0.9867 -0.4965 -0.0584 1.523 0.780 -0.137
C 0.4082 0.1294 -0.1004 -0.418 -0.334 -0.308
H 7.8232 0.5445 0.7228 -0.097 0.172 0.112
H -0.7293 -1.3005 -2.0351 0.022 0.015 0.259
H 6.6581 0.8203 -1.3710 -0.009 0.038 0.050
H -1.4114 0.2068 1.9075 -0.175 -0.147 -0.079
H -4.9566 2.0756 -2.2355 0.055 -0.187 0.096
H -3.6667 -0.9121 1.9364 0.027 -0.048 -0.232
H -2.9516 -2.4044 -2.0332 -0.029 0.045 0.200
H 6.4390 -0.9305 -1.1665 -0.267 -0.033 0.030
H 1.2598 -1.7306 1.5974 0.027 -0.263 -0.179
H 2.3156 -0.4519 -0.1785 0.097 -0.215 -0.462
H -6.4877 2.4294 -1.4094 0.010 0.022 0.044
H -4.3922 -2.2105 -0.0237 0.145 0.119 0.013
H 0.5176 -2.7233 0.2955 0.003 0.386 0.052
H 0.4327 0.8232 -0.9595 0.050 0.064 0.392
H -5.2580 4.4033 -0.7718 -0.036 -0.002 0.205
H -3.7021 3.5495 -0.7977 -0.009 -0.069 0.004
H 6.7948 -0.8165 1.2151 -0.088 -0.002 -0.048
H 0.5714 0.7050 0.8306 0.032 -0.142 -0.155
```
Forces are in eV/Å.

Net charge: -1
HOMO in Ha: -0.1408
2S+1: 1
Gap between HOMO and LUMO in eV: 6.076

Atomic partial charges in e from the natural (NBO) method, atoms 1 to 2: -0.478 -0.800

2.
Formula: C15H18O
Source: the OMol25 dataset
Level of theory: the ωB97M-V functional and the def2-TZVPD basis

The geometry in XYZ format:
```
34
Properties=species:S:1:pos:R:3:forces:R:3
O -2.0470 -0.5657 3.1836 -0.228 -0.575 -0.543
C -1.6550 -1.7338 3.7933 0.769 -0.436 0.021
C -0.2136 -2.2075 0.4050 -0.217 0.996 0.555
C 1.4135 2.5477 -1.0441 -1.004 0.451 0.843
C -0.5838 2.3410 0.3307 0.185 -3.244 -0.991
C -0.9313 -2.5031 2.9489 -0.428 1.176 -0.875
C -0.4188 -0.1579 -2.1234 0.146 0.092 -0.160
C -1.9378 0.3043 0.7407 0.772 -0.602 0.707
C 2.3230 0.6735 -2.4039 -0.592 -0.412 -0.038
C -0.7112 0.9458 0.1035 0.275 4.207 0.868
C -0.9011 -1.8069 1.6835 -0.372 -0.014 0.655
C 0.7855 -1.1016 -0.0551 -0.725 0.080 -0.222
C 0.2696 0.2017 -0.7939 0.275 -0.854 0.167
C -1.6271 -0.6741 1.8684 0.702 -0.291 -0.498
C 0.4462 3.1650 -0.3210 1.007 -0.490 -0.654
C 1.5635 1.0481 -1.1016 0.169 0.239 -0.345
H -2.4603 -0.2580 -0.0273 -0.300 -0.165 -0.112
H 0.3124 -3.1384 0.6094 0.176 -0.002 -0.243
H -2.5999 1.0701 1.0973 -0.312 0.413 0.100
H 3.2533 1.2424 -2.4833 -0.240 0.101 -0.027
H 2.2733 0.8283 -0.3032 0.111 -0.094 0.290
H 1.4903 -1.5724 -0.7189 0.475 -0.130 -0.397
H 0.4901 4.2680 -0.2346 -0.368 -0.830 0.072
H 1.7176 0.7831 -3.3229 0.310 0.355 0.476
H 2.2113 3.1229 -1.5052 -0.134 0.032 -0.031
H -0.9914 -2.4163 -0.3286 0.137 -0.046 -0.385
H -0.5618 0.7705 -2.6835 0.024 -0.098 -0.127
H -1.8272 -1.9770 4.8412 -0.400 0.880 -0.351
H -1.3057 2.7950 0.9866 -0.158 0.224 0.063
H 2.6102 -0.3729 -2.3936 0.104 -0.276 0.112
H -1.4117 -0.5591 -1.9591 -0.146 -0.299 0.016
H -0.4754 -3.4361 3.1369 0.300 -0.769 0.378
H 1.3298 -0.7582 0.8218 0.093 -0.078 0.143
H 0.1709 -0.8683 -2.7477 -0.405 0.459 0.537
```
Forces are in eV/Å.

HOMO in Ha: -0.2899
ΔE to the lowest compared entry with this formula, charge and spin in eV: 1.819
2S+1: 1
Gap between HOMO and LUMO in eV: 8.697

Atomic partial charges in e from the natural (NBO) method, atoms 1 to 2: -0.412 0.083

3.
Formula: C15H18O2
Source: the OMol25 dataset
Level of theory: the ωB97M-V functional and the def2-TZVPD basis

The geometry in XYZ format:
```
35
Properties=species:S:1:pos:R:3:forces:R:3
O -2.1735 -3.0141 -3.6673 0.109 0.219 0.087
O -1.8540 3.2164 0.0034 -0.217 -0.809 -0.373
C 0.4474 1.8563 2.4818 1.060 -0.631 -1.412
C -0.0008 2.5589 1.3749 -0.583 0.315 0.332
C -0.5058 -1.3258 -0.9043 -0.543 1.478 -0.670
C 0.0905 -2.1949 -3.4900 -0.085 0.385 0.804
C -1.8919 1.1408 1.1967 -0.414 -0.169 0.625
C -1.2425 2.2791 0.7893 0.477 0.819 0.898
C 1.9210 -0.4922 -0.6397 -0.782 1.126 0.643
C 0.2422 -0.2222 4.0191 0.450 1.282 0.207
C -1.1950 -2.3305 -2.9791 -0.062 -0.672 -0.365
C -0.2025 0.6949 2.9024 -0.364 -0.626 -0.023
C -1.5031 -1.8513 -1.7201 0.065 0.096 0.278
C -1.3523 0.3460 2.2150 -0.264 0.472 -0.430
C 0.7568 -1.0529 -1.4195 0.931 -1.344 -0.459
C 2.0645 1.0427 -0.7942 -0.061 0.246 -1.029
C 1.0267 -1.5312 -2.7037 0.081 -0.328 -0.435
H -0.1717 -1.2118 3.9042 0.119 -0.310 -0.078
H -2.8952 0.9193 0.8766 -0.104 -0.057 -0.491
H 1.7516 -0.6952 0.4212 0.134 -0.146 -0.038
H -2.5313 -1.8627 -1.3792 0.055 -0.298 0.032
H -0.8279 -0.8566 0.0156 0.274 -0.381 0.292
H -1.2076 3.8853 -0.2160 0.171 0.312 -0.110
H 2.9656 1.3160 -1.3356 0.562 -0.124 0.312
H 0.5809 3.4053 1.0214 -0.050 0.009 -0.004
H 2.0138 1.5964 0.1350 0.088 -0.076 0.073
H -1.7396 -3.5203 -4.3605 -0.116 0.045 -0.124
H 1.3303 -0.2181 4.1145 -0.031 -0.371 -0.151
H 2.0260 -1.4692 -3.1235 0.061 0.230 0.205
H 1.4941 2.0600 2.7012 -0.271 0.032 0.877
H 1.3282 1.4653 -1.4869 -0.447 -0.210 0.393
H -1.8836 -0.5661 2.4513 -0.006 -0.041 0.225
H 2.8627 -0.9381 -0.9304 0.032 -0.404 -0.079
H 0.3853 -2.6149 -4.4419 -0.122 0.020 -0.119
H -0.1094 0.1855 4.9682 -0.148 -0.089 0.108
```
Forces are in eV/Å.

HOMO in Ha: -0.3042
ΔE to the lowest compared entry with this formula, charge and spin in eV: 0.963
2S+1: 1
Gap between HOMO and LUMO in eV: 9.093

Atomic partial charges in e from the natural (NBO) method, atoms 1 to 2: -0.673 -0.662